Record 1
DFT (ωB97M-V/def2-TZVPD) results for a 13-piece molecular cluster, H28N2O14S overall.

```
45
Properties=species:S:1:pos:R:3:forces:R:3
N 3.577 0.654 -0.437 3.5 0.5 -1.0
H 2.640 0.329 -0.244 -1.9 -0.3 0.7
H 3.640 1.652 -0.580 -0.3 0.3 0.1
H 3.999 0.216 -1.243 -0.6 -0.2 -1.0
H 4.281 0.387 0.236 -0.3 0.0 1.2
N -0.692 -3.233 0.286 -0.3 -1.6 0.0
H -0.438 -2.308 -0.033 0.7 1.3 -1.2
H -0.957 -3.035 1.241 -0.5 -0.3 1.2
H 0.010 -3.954 0.203 0.7 0.3 0.2
H -1.466 -3.554 -0.278 -0.6 0.2 0.1
S -0.088 0.326 0.158 -2.2 0.4 -0.4
O -0.721 0.458 1.467 0.2 0.1 0.6
O 1.313 -0.060 0.307 1.5 -0.2 0.6
O -0.750 -0.798 -0.560 0.7 -0.1 0.0
O -0.204 1.556 -0.590 0.0 -0.2 0.3
O 2.539 -1.386 2.419 0.5 -0.4 0.3
H 2.113 -1.012 3.190 0.0 0.0 0.1
H 2.076 -0.998 1.676 -0.4 0.2 -0.4
O -3.285 -0.320 -0.401 -0.9 -0.3 -0.3
H -2.403 -0.690 -0.447 0.1 0.1 -0.2
H -3.318 0.115 0.451 -0.3 0.3 0.4
O -2.299 3.147 -0.955 -0.4 0.8 -0.1
H -2.858 2.658 -0.351 -0.1 -0.3 0.1
H -1.425 2.777 -0.826 0.0 -0.2 0.1
O -1.566 1.479 -3.949 -0.3 -0.1 -0.4
H -0.847 2.064 -4.186 0.2 0.1 0.0
H -1.285 1.072 -3.130 0.0 0.0 0.3
O 0.891 1.611 3.403 0.4 0.3 0.4
H 0.432 1.094 2.742 -0.5 -0.1 -0.6
H 1.279 0.961 3.989 0.1 0.0 0.3
O 2.018 -2.142 -1.086 0.7 -0.7 -0.1
H 1.947 -2.170 -2.040 -0.3 -0.1 -0.5
H 1.744 -1.255 -0.852 -0.5 0.1 0.2
O 1.345 2.437 -2.325 1.3 0.3 -1.2
H 2.083 2.692 -1.772 -0.1 0.4 0.0
H 0.667 2.160 -1.708 -0.5 -0.3 0.5
O -3.344 1.227 2.026 -0.4 0.0 0.2
H -3.578 2.098 2.348 -0.2 0.2 0.0
H -2.412 1.141 2.222 0.5 0.0 -0.1
O 0.115 -1.033 -3.067 0.6 -0.3 -0.7
H -0.698 -1.215 -3.538 -0.2 0.1 -0.3
H -0.165 -0.831 -2.174 -0.4 0.0 0.5
O -1.350 -1.794 2.648 -0.1 -1.3 0.3
H -1.318 -1.555 3.574 -0.1 -0.2 0.2
H -1.241 -0.966 2.182 0.1 0.9 -0.5
```
Positions in Å, forces in eV/Å.

Results
Energy above the lowest of the compared OMol25 structures with the same formula, charge and spin (kJ/mol): 49.4
Total energy (eV): -42936.1519
Total charge: 0
Highest occupied orbital energy (eV): -9.605

***

Record 2
DFT (ωB97M-V/def2-TZVPD) results for a 13-piece molecular cluster, H28NO12 overall.

```
41
Properties=species:S:1:pos:R:3:forces:R:3
N 49.649 -27.120 -24.219 1.7 -2.3 -1.6
H 49.649 -26.077 -24.546 -0.3 -2.6 0.6
H 49.472 -27.230 -23.217 0.4 0.7 0.2
H 50.622 -27.683 -24.437 -2.3 2.2 0.9
H 48.975 -27.827 -24.686 0.8 2.2 0.1
O 49.485 -22.923 -24.397 -3.4 1.9 0.1
H 48.659 -22.441 -24.843 3.2 -1.8 1.1
H 50.131 -23.255 -25.007 0.4 0.0 -1.3
O 52.450 -28.443 -25.401 0.4 -0.3 2.4
H 53.186 -29.054 -25.208 -0.5 0.4 -0.4
H 52.285 -28.440 -26.314 -0.1 -0.2 -2.1
O 45.950 -26.142 -24.393 0.6 0.0 -2.6
H 46.375 -26.668 -23.757 0.8 -1.0 1.4
H 45.305 -25.619 -23.985 -1.4 1.2 1.1
O 51.140 -24.476 -26.145 3.0 -0.8 2.1
H 52.127 -24.609 -25.866 -2.4 0.0 0.6
H 51.418 -24.268 -27.008 -0.6 0.7 -2.5
O 51.805 -26.221 -22.139 1.0 -2.0 2.2
H 51.883 -25.555 -21.426 -0.1 -0.4 -0.5
H 52.146 -27.087 -21.663 -1.1 2.4 -1.5
O 49.192 -28.432 -20.946 -2.1 -0.4 -1.6
H 49.347 -29.054 -20.216 -0.5 0.1 -0.5
H 48.315 -28.646 -21.474 2.4 0.5 2.1
O 47.999 -25.325 -26.422 -4.5 -5.3 -3.4
H 47.230 -25.318 -25.898 -0.9 0.7 1.7
H 48.713 -24.867 -26.292 5.5 4.5 1.9
O 48.899 -29.281 -26.364 8.8 5.5 -0.2
H 48.131 -29.590 -26.346 -11.4 -3.1 -0.4
H 49.307 -30.047 -26.079 2.6 -2.4 0.8
O 46.933 -28.532 -22.929 0.9 -3.1 -0.3
H 46.968 -29.554 -23.027 0.0 2.5 0.0
H 46.110 -28.441 -22.463 -0.8 0.4 0.5
O 53.656 -26.066 -24.205 0.9 3.4 1.5
H 52.980 -25.784 -23.552 0.5 -0.8 -0.4
H 53.367 -26.812 -24.643 -1.3 -2.5 -1.3
O 51.073 -29.496 -22.788 13.1 0.9 -3.0
H 51.640 -30.183 -23.452 -2.5 2.9 2.9
H 50.291 -29.772 -22.804 -10.5 -3.8 0.1
O 49.068 -24.714 -22.264 -2.5 2.6 -7.9
H 49.596 -24.585 -21.594 4.2 0.4 6.3
H 49.430 -23.842 -22.861 -2.0 -3.2 1.4
```
Positions in Å, forces in eV/Å.

Results
Energy above the lowest of the compared OMol25 structures with the same formula, charge and spin (kJ/mol): 415.9
Total energy (eV): -26505.4426
Total charge: +1
Highest occupied orbital energy (eV): -13.506

***

Record 3
DFT (ωB97M-V/def2-TZVPD) results for a 13-piece molecular cluster, H28NO12 overall.

```
41
Properties=species:S:1:pos:R:3:forces:R:3
N 38.096 5.076 38.306 5.3 2.6 -2.7
H 38.359 4.969 39.233 -0.8 0.4 3.0
H 38.034 4.209 37.928 -0.3 -4.2 -1.4
H 39.125 5.402 37.912 -3.3 -0.5 0.7
H 37.338 5.570 37.900 -1.0 1.5 0.6
O 37.629 8.328 38.684 -1.8 1.2 0.3
H 38.512 8.767 38.765 -1.8 0.1 0.3
H 36.771 8.878 38.973 3.7 -0.7 -1.1
O 40.287 3.519 36.644 -1.4 -3.4 2.3
H 40.476 4.264 36.178 1.0 3.7 -2.4
H 41.092 3.183 37.019 0.5 -0.2 0.0
O 35.995 6.867 40.275 -0.5 -0.2 -0.1
H 35.678 7.291 41.105 0.7 0.2 -1.6
H 36.461 7.417 39.594 -0.5 -0.6 2.0
O 35.656 3.720 35.880 -3.8 -2.9 0.3
H 36.236 3.051 36.278 0.4 0.0 -0.2
H 34.715 3.187 35.824 3.5 2.2 0.1
O 40.608 3.294 39.838 -0.7 1.2 1.2
H 40.892 4.125 40.314 0.1 -1.3 -1.3
H 41.250 2.994 39.199 0.5 0.3 0.2
O 40.350 6.287 40.153 1.9 -0.5 -4.5
H 41.033 6.955 39.942 -0.8 -0.5 1.1
H 39.952 6.278 40.965 -1.1 1.0 3.1
O 36.335 2.584 39.653 -1.4 -2.7 1.7
H 35.446 2.390 39.297 0.4 0.8 -0.5
H 36.256 1.832 40.355 1.1 2.1 -1.3
O 35.894 6.185 35.064 -2.5 -1.3 -0.9
H 35.135 6.372 34.384 2.2 -0.6 2.0
H 35.701 5.224 35.430 0.5 2.5 -1.2
O 37.992 5.885 42.047 0.0 0.9 1.6
H 38.937 5.996 42.414 -3.0 -0.1 0.5
H 37.203 6.158 42.694 3.4 -0.9 -1.7
O 40.903 6.028 35.784 0.9 -1.6 0.5
H 40.452 6.847 35.671 0.1 1.1 -0.4
H 41.871 6.073 35.663 -0.9 0.7 -0.1
O 38.570 3.115 42.182 0.6 -4.4 2.7
H 38.384 3.874 41.786 -2.8 5.8 -2.0
H 39.339 2.992 41.673 2.1 -1.7 -0.7
O 38.066 1.983 36.657 2.8 0.5 1.1
H 38.387 1.543 37.499 -1.1 0.5 -1.3
H 38.965 2.435 36.403 -2.3 -0.9 0.2
```
Positions in Å, forces in eV/Å.

Results
Energy above the lowest of the compared OMol25 structures with the same formula, charge and spin (kJ/mol): 366.4
Total energy (eV): -26505.9550
Total charge: +1
Highest occupied orbital energy (eV): -12.676

***

- Look up the energy above the lowest of the compared OMol25 structures with the same formula, charge and spin of the third one.
  366.4 kJ/mol